DFT (the ωB97M-V functional and the def2-TZVPD basis) results for one molecule with the formula C4H8N2O2 in a non-equilibrium geometry.

Calculated values
M: 116.12 g mol⁻¹
highest occupied orbital energy: -8.900 eV
LUMO: 0.3 eV
SMILES: N[C@@H]1C[C@@H]1C(=O)NO
strongest force on any atom: 8.345 eV/Å
energy relative to the best compared isomer or geometry (same formula, charge and spin): 8.7506 eV
orbital gap: 9.20 eV

Last column: Löwdin charge in e.
Element x y z (Å)
1 N -2.03 1.35 -0.17  -0.07
2 C -1.93 -0.14 -0.11  -0.29
3 C -1.21 -1.18 0.79  -0.14
4 C -0.53 -0.98 -0.52  -0.17
5 C 0.87 -0.44 -0.24  -0.30
6 O 2.00 -1.28 -0.25  -0.11
7 N 0.80 0.97 0.10  -0.03
8 O 2.13 1.34 0.26  -0.17
9 H -2.52 1.48 0.82  0.12
10 H -2.72 1.55 -1.19  0.21
11 H -2.91 -0.69 -0.31  0.13
12 H -1.59 -2.19 1.08  0.11
13 H -0.44 -0.79 1.75  0.18
14 H -0.46 -1.75 -1.20  0.10
15 H 0.00 1.61 -0.38  0.18
16 H 2.97 0.53 0.18  0.24